No. 1
{
  "formula": "H3N2O2P",
  "method": "ωB97M-V/def2-TZVPD",
  "homo_lumo_gap_ev": [9.03, 7.69],
  "lumo_ha": [-0.044, -0.029],
  "charge": 0,
  "symbols": ["N", "N", "O", "O", "P", "H", "H", "H"],
  "coordinates": [[1.09742, -0.01467, 0.82712], [-1.40543, -0.13832, -0.06567], [-1.04470, -1.27800, 0.03546], [-2.50879, 0.27349, -0.13339], [0.06860, 1.09357, 0.14917], [1.90954, 0.19023, 1.35958], [1.09764, -0.87842, 0.40699], [0.78572, 0.75211, -2.57925]]
}

***

No. 2
{
  "formula": "H3N2OP",
  "method": "ωB97M-V/def2-TZVPD",
  "homo_lumo_gap_ev": [8.22, 6.47],
  "lumo_ha": [-0.016, -0.035],
  "charge": 0,
  "symbols": ["N", "N", "O", "P", "H", "H", "H"],
  "coordinates": [[0.95542, -0.47174, 0.15455], [0.87506, 0.61610, -0.65438], [-2.64279, 0.04586, 0.97996], [-1.76654, -1.03359, 1.42159], [1.05188, 0.56233, -1.66353], [1.29002, 1.40047, -0.17937], [0.23695, -1.11944, -0.05883]]
}

***

No. 3
{
  "formula": "H3N2P",
  "method": "ωB97M-V/def2-TZVPD",
  "homo_lumo_gap_ev": 9.83,
  "lumo_ha": 0.008,
  "charge": 0,
  "symbols": ["N", "N", "P", "H", "H", "H"],
  "coordinates": [[1.13420, 0.63391, -0.06812], [-1.20042, -0.25328, -0.16865], [0.36975, -0.74046, -0.08215], [2.57905, 0.09347, 0.21765], [-1.03490, 0.71988, -0.47087], [-1.84768, -0.45352, 0.57214]]
}

***

No. 4
{
  "formula": "H3N2P",
  "method": "ωB97M-V/def2-TZVPD",
  "homo_lumo_gap_ev": 9.87,
  "lumo_ha": 0.018,
  "charge": 0,
  "symbols": ["N", "N", "P", "H", "H", "H"],
  "coordinates": [[-0.27245, 1.12633, -0.92490], [0.09634, -1.05305, 0.46633], [0.08259, 0.72152, 0.53464], [0.05932, 2.41197, -1.27071], [-0.10718, -1.66538, -0.23396], [0.14138, -1.54138, 1.42860]]
}

***

No. 5
{
  "formula": "H3N3O",
  "method": "ωB97M-V/def2-TZVPD",
  "homo_lumo_gap_ev": [8.36, 9.71],
  "lumo_ha": [0.029, 0.037],
  "charge": 0,
  "symbols": ["N", "N", "N", "O", "H", "H", "H"],
  "coordinates": [[-0.81291, 0.03505, 0.39262], [0.34127, -0.45179, 0.29888], [1.37134, 0.69000, -0.30104], [2.50614, 0.04270, -0.00959], [-0.93697, 1.06454, 0.11215], [-1.56467, -0.58103, 0.84095], [2.30431, -0.81921, 0.36834]]
}

***

No. 6
{
  "formula": "H3N3O2",
  "method": "ωB97M-V/def2-TZVPD",
  "homo_lumo_gap_ev": 5.94,
  "lumo_ha": 0.228,
  "charge": -2,
  "symbols": ["N", "N", "N", "O", "O", "H", "H", "H"],
  "coordinates": [[3.47842, 5.89574, 2.54043], [-6.04493, -9.31494, -3.56349], [-5.23822, -9.86190, -2.74898], [-5.69543, -10.08826, -1.62296], [-4.03688, -10.17947, -3.09054], [4.43622, 6.39949, 2.55593], [3.01858, 6.73686, 2.66266], [-5.68955, -9.38553, -4.59731]]
}

***

No. 7
{
  "formula": "H3N3O2",
  "method": "ωB97M-V/def2-TZVPD",
  "homo_lumo_gap_ev": [9.67, 7.08],
  "lumo_ha": [0.006, -0.041],
  "charge": 0,
  "symbols": ["N", "N", "N", "O", "O", "H", "H", "H"],
  "coordinates": [[0.84509, -0.79001, -0.55517], [-0.07672, -1.28326, 0.19848], [-0.75339, 1.03675, 0.69761], [0.12467, 1.49734, 0.09295], [-1.73772, 1.54655, 1.22461], [0.88495, -0.05004, -1.27922], [1.70430, -0.54316, -0.06148], [-0.99119, -1.41419, -0.31777]]
}

***

No. 8
{
  "formula": "H3N3O2S",
  "method": "ωB97M-V/def2-TZVPD",
  "homo_lumo_gap_ev": [9.44, 6.71],
  "lumo_ha": [-0.021, -0.068],
  "charge": 0,
  "symbols": ["N", "N", "N", "O", "O", "S", "H", "H", "H"],
  "coordinates": [[-0.47444, 0.27585, -2.23539], [-0.00152, 1.29213, -1.47882], [0.26616, 0.97755, -0.34316], [0.16172, -0.12135, 0.31590], [0.03839, 0.08555, 3.76513], [0.82041, -0.65354, 2.79958], [-0.40054, 0.49572, -3.23295], [-0.49687, -0.54080, -1.82029], [0.08667, -1.81111, 2.23000]]
}

***

No. 9
{
  "formula": "H3N3O2S",
  "method": "ωB97M-V/def2-TZVPD",
  "spin_multiplicity": 3,
  "homo_lumo_gap_ev": [6.92, 6.37],
  "lumo_ha": [-0.002, -0.105],
  "charge": 0,
  "symbols": ["N", "N", "N", "O", "O", "S", "H", "H", "H"],
  "coordinates": [[2.08272, 1.05756, -0.32784], [-1.39357, 0.03644, 0.11450], [-0.44030, -0.79651, -0.14768], [3.39710, 0.74066, -0.57774], [1.90573, -1.36473, -0.94419], [1.13817, -0.23001, -0.51061], [-2.03402, 0.55397, -0.54049], [-1.62779, 0.31247, 0.98172], [3.67637, -0.14867, -0.15426]]
}

***

No. 10
{
  "formula": "H3N3O3S",
  "method": "ωB97M-V/def2-TZVPD",
  "homo_lumo_gap_ev": 10.48,
  "lumo_ha": 0.012,
  "charge": 0,
  "symbols": ["N", "S", "O", "O", "N", "N", "O", "H", "H", "H"],
  "coordinates": [[1.13990, 0.43160, 0.28830], [0.57745, -0.32035, -1.04440], [0.73291, 0.51989, -2.17374], [1.02490, -1.66516, -1.06374], [-1.11594, -0.38075, -0.70032], [-1.63575, 0.56692, 0.00362], [-2.84621, 0.63911, 0.09223], [1.15007, -0.15339, 1.10679], [0.74663, 1.34549, 0.44061], [-1.87870, -1.13255, -1.30134]]
}

***

No. 11
{
  "formula": "H3N3O3S",
  "method": "ωB97M-V/def2-TZVPD",
  "spin_multiplicity": 3,
  "homo_lumo_gap_ev": [5.88, 4.99],
  "lumo_ha": [-0.025, -0.151],
  "charge": 0,
  "symbols": ["N", "N", "N", "O", "O", "O", "S", "H", "H", "H"],
  "coordinates": [[-0.83896, -1.51885, 0.29850], [0.14840, -1.21403, -0.22185], [1.44651, 0.90645, 1.06647], [-1.65327, -0.56101, 1.07637], [0.45830, 1.59140, 1.12437], [2.06608, 1.01963, -0.02758], [1.27290, 2.16281, -1.11303], [-1.48936, -2.26323, 0.71467], [-1.32070, 0.35960, 1.02596], [2.23469, 1.87923, -1.91976]]
}

***

No. 12
{
  "formula": "H3NO2S2",
  "method": "ωB97M-V/def2-TZVPD",
  "homo_lumo_gap_ev": 9.79,
  "lumo_ha": 0.012,
  "charge": 0,
  "symbols": ["N", "O", "O", "S", "S", "H", "H", "H"],
  "coordinates": [[-1.36915, 0.11660, -0.02034], [-0.31476, -1.85991, -0.58808], [1.17608, -0.31272, 0.97922], [2.03869, 0.39286, -0.31981], [-0.38899, -1.07146, 0.63211], [-1.64486, -0.13333, -0.99086], [-1.41432, 1.15908, 0.15557], [1.91731, 1.70888, 0.15218]]
}

***

No. 13
{
  "formula": "H3NO3P2",
  "method": "ωB97M-V/def2-TZVPD",
  "homo_lumo_gap_ev": [7.19, 7.07],
  "lumo_ha": [0.276, 0.272],
  "charge": -2,
  "symbols": ["N", "O", "O", "O", "P", "P", "H", "H", "H"],
  "coordinates": [[-0.68674, 0.60413, 0.43042], [1.40677, -0.65429, 1.52685], [0.95753, -0.56328, -1.05483], [2.03579, 1.39190, 0.27848], [-1.28688, -0.48059, -0.63427], [1.13816, 0.19792, 0.32093], [-0.36536, 1.99495, -0.81907], [-0.70774, -1.57867, -0.13427], [-2.49153, -0.91206, 0.08575]]
}

***

No. 14
{
  "formula": "H3NO3PS",
  "method": "ωB97M-V/def2-TZVPD",
  "homo_lumo_gap_ev": 8.20,
  "lumo_ha": 0.146,
  "charge": -1,
  "symbols": ["N", "O", "O", "O", "P", "S", "H", "H", "H"],
  "coordinates": [[0.04659, -0.99455, -0.18849], [-2.24876, -1.86211, -0.89471], [0.86248, 1.29375, -0.84999], [-1.89564, 0.50119, -0.48055], [0.97692, 0.24990, 0.41597], [-1.80309, -0.87145, 0.05077], [-0.05991, 1.06120, -1.00389], [0.74097, -1.86272, -0.17435], [-0.02822, 0.94836, 1.25170]]
}

***

No. 15
{
  "formula": "H3NO4P",
  "method": "ωB97M-V/def2-TZVPD",
  "homo_lumo_gap_ev": [8.15, 8.15],
  "lumo_ha": [0.116, 0.116],
  "charge": -1,
  "symbols": ["N", "O", "O", "O", "O", "P", "H", "H", "H"],
  "coordinates": [[-1.09583, 0.70122, -0.18840], [0.72020, 0.05278, 1.55233], [1.51807, 1.32553, -0.48784], [0.06155, -2.19218, 0.11874], [0.56407, -0.87332, -0.96544], [0.57169, 0.34420, 0.07192], [-1.20465, 1.68368, 0.19434], [-1.25361, 0.45462, -1.19026], [0.11852, -1.49651, 0.89461]]
}

***

No. 16
{
  "formula": "H3NOP",
  "method": "ωB97M-V/def2-TZVPD",
  "homo_lumo_gap_ev": 8.67,
  "lumo_ha": 0.191,
  "charge": -1,
  "symbols": ["N", "P", "O", "H", "H", "H"],
  "coordinates": [[-1.02524, -0.60264, 0.44649], [0.12911, 0.15627, -0.27546], [-0.50678, 0.83980, -1.40552], [-0.91352, -1.24091, 1.27323], [0.93448, 1.27851, 0.35157], [1.38195, -0.43104, -0.39031]]
}

***

No. 17
{
  "formula": "H3NOPS",
  "method": "ωB97M-V/def2-TZVPD",
  "homo_lumo_gap_ev": 6.09,
  "lumo_ha": 0.155,
  "charge": -1,
  "symbols": ["N", "O", "P", "S", "H", "H", "H"],
  "coordinates": [[-0.96274, 0.95581, 0.02009], [0.41899, 0.66591, 0.11570], [0.76890, -0.95976, 0.21093], [-1.79921, -0.53480, -0.13852], [-1.34122, 1.56115, 0.73025], [2.28437, -0.63317, 0.33638], [0.63091, -1.05514, -1.27483]]
}

***

No. 18
{
  "formula": "H3NOS2",
  "method": "ωB97M-V/def2-TZVPD",
  "homo_lumo_gap_ev": 9.75,
  "lumo_ha": 0.019,
  "charge": 0,
  "symbols": ["S", "N", "O", "S", "H", "H", "H"],
  "coordinates": [[-0.65527, -0.68764, -0.98465], [-0.88301, 0.23074, 0.47174], [0.18204, 1.10787, 0.58614], [1.54754, 0.34876, 0.70745], [-0.42395, -2.00004, -0.52401], [-1.76980, 0.80977, 0.32077], [2.00245, 0.19055, -0.57743]]
}

***

No. 19
{
  "formula": "H3NOS2",
  "method": "ωB97M-V/def2-TZVPD",
  "homo_lumo_gap_ev": 9.83,
  "lumo_ha": 0.021,
  "charge": 0,
  "symbols": ["S", "N", "O", "S", "H", "H", "H"],
  "coordinates": [[-0.16996, 0.48463, -1.69226], [-0.07028, 0.94186, -0.04394], [0.76273, 0.08069, 0.87537], [-0.09859, -1.13717, 1.46702], [-1.28528, -0.22465, -1.25195], [0.32018, 1.93667, -0.07477], [0.54120, -2.08203, 0.72051]]
}

***

For reference, relative energy (zero: lowest compared OMol25 entry of this formula, charge and spin) by record: 6.499, 3.064, 2.564, 1.615, 4.487, 0.284, 1.893, 3.421, 2.714, 0.102, 5.084, 0.181, 3.902, 0.207, 1.386, 0.699, 2.907, 2.654, 2.611 eV.
For reference, calculated total energy by record: -602.9232, -527.7756, -452.5641, -452.5990, -241.1087, -316.3751, -316.3373, -714.5066, -714.4026, -789.8610, -789.5678, -1003.3398, -964.8862, -1021.8807, -698.9143, -473.1617, -871.2571, -928.0394, -928.0410 hartree.
For reference, max |F| by record: 3.4, 2.0, 5.2, 6.1, 6.5, 3.6, 4.2, 6.6, 5.6, 5.3, 7.8, 2.0, 3.9, 3.4, 4.8, 3.3, 2.4, 3.6, 2.8 eV/A.